{"formula": "C30H22N8ORe", "method": "ωB97M-V/def2-TZVPD", "homo_ev": [-13.37, -13.68], "multiplicity": 4, "e_above_lowest_ev": 0.343, "homo_lumo_gap_ev": [6.3, 5.7], "max_force_ha_per_bohr": 0.008, "s_squared": 3.8106, "charge": 2, "elements": ["Re", "C", "C", "N", "C", "C", "N", "C", "C", "C", "C", "C", "N", "C", "C", "N", "C", "C", "N", "C", "C", "C", "N", "C", "C", "H", "H", "H", "H", "H", "H", "H", "H", "H", "H", "H", "H", "N", "C", "O", "C", "C", "H", "H", "H", "H", "H", "H", "N", "C", "C", "C", "C", "C", "C", "C", "C", "C", "H", "H", "H", "H"], "xyz": [[0.915, -0.109, 1.197], [4.020, -1.032, -1.793], [3.383, -0.504, -0.677], [2.106, -0.797, -0.435], [1.445, -1.588, -1.310], [2.115, -2.094, -2.414], [3.393, -1.825, -2.649], [0.020, -1.827, -1.005], [-0.855, -2.588, -1.746], [-2.189, -2.708, -1.340], [-2.590, -2.046, -0.175], [-1.678, -1.299, 0.536], [-0.400, -1.191, 0.111], [-1.938, -0.559, 1.786], [-3.164, -0.485, 2.427], [-3.337, 0.209, 3.545], [-2.286, 0.849, 4.037], [-1.040, 0.802, 3.426], [-0.872, 0.091, 2.310], [-3.147, -3.516, -2.117], [-2.750, -4.701, -2.728], [-3.696, -5.426, -3.438], [-4.961, -5.042, -3.584], [-5.328, -3.903, -3.004], [-4.471, -3.110, -2.256], [5.059, -0.801, -1.992], [3.880, 0.167, 0.010], [1.610, -2.731, -3.128], [-0.528, -3.075, -2.653], [-3.608, -2.147, 0.173], [-4.032, -0.996, 2.030], [-2.427, 1.422, 4.945], [-0.181, 1.335, 3.810], [-1.743, -5.084, -2.628], [-3.422, -6.362, -3.911], [-6.361, -3.604, -3.144], [-4.829, -2.182, -1.831], [3.840, 0.627, 4.083], [3.038, 0.058, 3.214], [2.252, 0.787, 2.525], [3.033, -1.417, 2.976], [1.695, -1.800, 2.342], [3.845, 1.631, 4.191], [4.466, 0.076, 4.650], [3.264, -1.951, 3.899], [3.867, -1.620, 2.295], [0.971, -2.035, 3.131], [1.797, -2.710, 1.746], [0.864, 9.180, -2.561], [0.860, 8.113, -2.138], [0.853, 6.774, -1.609], [1.652, 6.462, -0.510], [1.643, 5.178, -0.005], [0.836, 4.198, -0.594], [0.036, 4.522, -1.696], [0.044, 5.806, -2.202], [0.831, 2.872, -0.075], [0.827, 1.727, 0.373], [2.272, 7.226, -0.063], [2.259, 4.925, 0.848], [-0.589, 3.763, -2.148], [-0.570, 6.067, -3.052]], "lowdin_spin": [2.14, 0.00, 0.02, 0.02, 0.01, 0.00, 0.01, 0.04, -0.01, 0.04, -0.01, 0.04, 0.01, 0.02, 0.00, 0.02, 0.00, 0.04, 0.03, 0.00, 0.01, 0.00, 0.01, 0.00, 0.01, 0.00, 0.00, 0.00, 0.00, 0.00, 0.00, 0.00, 0.00, 0.00, 0.00, 0.00, 0.00, 0.02, 0.01, 0.05, 0.00, 0.04, 0.00, 0.00, 0.00, 0.00, 0.02, 0.01, 0.02, 0.00, 0.04, -0.01, 0.04, 0.03, 0.04, -0.01, 0.24, 0.01, 0.00, 0.00, 0.00, 0.00]}


{"formula": "C4H10NO2S", "method": "ωB97M-V/def2-TZVPD", "homo_ev": -3.18, "multiplicity": 1, "e_above_lowest_ev": 1.257, "homo_lumo_gap_ev": 6.8, "max_force_ha_per_bohr": 0.103, "charge": -1, "elements": ["C", "C", "S", "C", "N", "C", "O", "H", "H", "H", "H", "H", "H", "H", "H", "H", "H", "O"], "xyz": [[-0.681, -0.920, 0.860], [0.090, -1.257, -0.430], [1.969, -1.376, -0.345], [-1.889, -0.168, 0.414], [-1.754, 1.207, 0.110], [-0.496, 2.032, -0.088], [-3.037, -0.648, 0.151], [0.052, -0.440, 1.507], [-1.051, -1.816, 1.396], [-0.069, -0.465, -1.152], [-0.385, -2.180, -0.845], [-2.536, 1.547, -0.290], [-0.050, 1.732, -1.051], [-0.751, 3.083, -0.278], [0.298, 1.996, 0.663], [3.617, 1.528, -0.152], [2.254, 0.953, -0.236], [2.693, 1.838, -0.070]], "lowdin_charge": [-0.21, -0.70, 0.16, -0.46, 0.02, -0.06, -0.04, 0.09, 0.11, 0.01, 0.06, 0.06, 0.07, 0.07, 0.07, 0.02, -0.09, -0.18]}


{"formula": "C14H22NO5PS", "method": "ωB97M-V/def2-TZVPD", "smiles": "[H]/N=C\\CC1=C([PH2]=S)C(=O)OC1=O.C1CCOC1.C1CCOC1", "homo_ev": -9.28, "multiplicity": 1, "e_above_lowest_ev": 0.340, "homo_lumo_gap_ev": 8.2, "max_force_ha_per_bohr": 0.031, "charge": 0, "elements": ["H", "N", "C", "C", "C", "C", "P", "S", "C", "O", "O", "C", "O", "H", "H", "H", "H", "H", "C", "C", "C", "O", "C", "H", "H", "H", "H", "H", "H", "H", "H", "C", "C", "C", "O", "C", "H", "H", "H", "H", "H", "H", "H", "H"], "xyz": [[-0.129, 0.222, 2.878], [0.632, -0.427, 2.667], [0.450, -0.884, 1.504], [-0.740, -0.456, 0.661], [-1.906, -1.309, 0.938], [-3.165, -0.945, 1.152], [-3.913, 0.692, 1.239], [-2.798, 2.109, 1.962], [-3.927, -2.237, 1.315], [-5.070, -2.470, 1.044], [-2.996, -3.168, 1.739], [-1.845, -2.813, 1.025], [-1.059, -3.589, 0.579], [1.170, -1.581, 1.098], [-0.479, -0.583, -0.387], [-0.944, 0.593, 0.800], [-4.470, 0.960, -0.023], [-5.028, 0.483, 2.067], [-2.409, 1.642, -4.046], [-1.889, 3.000, -3.585], [-1.953, 2.862, -2.071], [-1.736, 1.475, -1.784], [-1.821, 0.713, -2.994], [-2.109, 1.375, -5.058], [-3.500, 1.624, -3.998], [-0.853, 3.132, -3.908], [-2.470, 3.843, -3.957], [-2.939, 3.144, -1.686], [-1.200, 3.457, -1.556], [-0.811, 0.390, -3.270], [-2.433, -0.174, -2.820], [5.567, -0.471, 0.784], [5.074, -0.166, 2.196], [3.686, -0.791, 2.183], [3.756, -1.908, 1.282], [4.977, -1.853, 0.540], [6.651, -0.451, 0.682], [5.145, 0.248, 0.078], [5.708, -0.670, 2.929], [5.056, 0.896, 2.436], [2.944, -0.094, 1.803], [3.363, -1.136, 3.162], [5.643, -2.639, 0.913], [4.769, -2.047, -0.513]], "lowdin_charge": [0.05, 0.13, -0.21, -0.13, -0.12, -0.25, 0.41, 0.16, -0.43, 0.16, 0.14, -0.35, 0.21, 0.11, 0.13, 0.05, -0.01, -0.01, -0.17, -0.17, -0.20, -0.18, -0.21, 0.11, 0.11, 0.11, 0.11, 0.11, 0.12, 0.12, 0.12, -0.17, -0.17, -0.22, -0.15, -0.21, 0.11, 0.11, 0.11, 0.11, 0.09, 0.11, 0.12, 0.11]}


multiplicity of number 3 (C14H22NO5PS)?
1


Look up the multiplicity of the second one.
1


Among the records above, which one has the highest multiplicity?
C30H22N8ORe